Computed, not measured: a cluster of 2 separate species, C7H15NO2 in total at a distorted geometry, with ωB97M-V/def2-TZVPD.

Values from the calculation:
**Lowest unoccupied orbital energy**: 0.64 eV
**ΔE to the lowest compared entry with this formula, charge and spin**: 36.1 kcal/mol
**Charge**: 0
**DFT total energy**: -13086.7179 eV
**Multiplicity**: 1

Last column: Löwdin charge in e.
Positions of all 25 atoms, in Å:
C: 1.272 1.640 -1.747  -0.100
C: 0.689 0.508 -0.907  -0.245
C: 0.209 0.972 0.463  -0.281
C: -1.079 1.836 0.428  -0.130
C: -1.908 0.598 0.829  -0.118
C: -0.605 -0.081 1.282  -0.207
C: -0.444 -1.569 1.069  -0.409
N: 0.939 -2.123 1.101  0.092
O: -1.376 -2.319 1.337  0.078
H: 1.618 1.265 -2.720  0.076
H: 0.527 2.426 -1.935  0.070
H: 2.129 2.102 -1.236  0.079
H: -0.153 0.049 -1.453  0.116
H: 1.461 -0.264 -0.773  0.101
H: 1.051 1.414 1.013  0.138
H: -1.076 2.608 1.209  0.112
H: -1.327 2.308 -0.532  0.105
H: -2.690 0.732 1.586  0.113
H: -2.341 0.084 -0.039  0.121
H: -0.427 0.102 2.354  0.161
H: 1.700 -1.507 1.358  0.091
H: 1.054 -3.074 1.433  0.104
O: 0.072 -2.895 -1.420  -0.123
H: 0.797 -2.662 -0.698  0.049
H: -0.092 -2.148 -2.003  0.007



Computed, not measured: the molecule C23H25F3N2O4, with ωB97M-V/def2-TZVPD.

Values from the calculation:
**Lowest unoccupied orbital energy**: 0.68 eV
**ΔE to the lowest compared entry with this formula, charge and spin**: 7.4 kcal/mol
**Charge**: 0
**DFT total energy**: -43578.9665 eV
**Multiplicity**: 1

Last column: Löwdin charge in e.
Positions of all 57 atoms, in Å:
C: -1.376 -3.849 4.693  -0.097
C: -1.675 -2.859 3.622  -0.158
C: -1.782 -1.548 3.824  -0.079
C: -2.027 -0.541 2.802  -0.228
C: -2.518 -0.844 1.538  -0.020
C: -2.673 0.144 0.580  0.003
C: -2.339 1.457 0.861  -0.206
O: -2.379 2.496 -0.047  -0.037
C: -2.447 2.162 -1.412  -0.088
C: -1.339 1.193 -1.848  -0.468
O: -1.482 0.410 -2.756  0.099
N: -0.203 1.340 -1.108  0.129
C: 0.739 0.302 -0.918  -0.133
C: 0.939 -0.121 0.385  0.063
C: 1.738 -1.221 0.659  -0.123
C: 1.926 -1.698 2.063  -0.581
F: 1.490 -0.829 2.987  0.135
F: 1.283 -2.859 2.307  0.130
F: 3.220 -1.938 2.357  0.131
C: 2.325 -1.916 -0.392  -0.012
C: 2.156 -1.477 -1.685  0.005
C: 1.387 -0.342 -1.997  -0.150
N: 1.253 0.101 -3.280  -0.095
C: 1.478 -0.735 -4.436  -0.125
C: 2.815 -0.381 -5.097  -0.185
O: 2.845 0.985 -5.447  -0.130
C: 2.630 1.804 -4.322  -0.182
C: 1.285 1.500 -3.640  -0.128
C: -1.865 1.790 2.146  -0.209
O: -1.533 3.102 2.329  -0.068
C: -1.109 3.508 3.607  -0.081
C: -1.731 0.794 3.096  0.024
H: -2.152 -4.613 4.729  0.074
H: -1.304 -3.369 5.666  0.073
H: -0.432 -4.349 4.474  0.073
H: -1.777 -3.273 2.629  0.102
H: -1.634 -1.160 4.825  0.113
H: -2.783 -1.858 1.287  0.111
H: -3.044 -0.129 -0.395  0.120
H: -3.415 1.726 -1.687  0.138
H: -2.332 3.110 -1.948  0.143
H: -0.287 1.978 -0.324  0.147
H: 0.434 0.390 1.191  0.119
H: 2.933 -2.784 -0.188  0.124
H: 2.656 -2.012 -2.476  0.104
H: 1.432 -1.788 -4.165  0.122
H: 0.670 -0.526 -5.147  0.136
H: 2.953 -0.936 -6.027  0.126
H: 3.646 -0.608 -4.410  0.125
H: 2.652 2.832 -4.687  0.126
H: 3.443 1.659 -3.592  0.130
H: 1.181 2.131 -2.761  0.121
H: 0.466 1.709 -4.337  0.132
H: -0.177 3.012 3.900  0.096
H: -1.876 3.317 4.364  0.099
H: -0.938 4.581 3.531  0.095
H: -1.351 1.030 4.078  0.111



Computed, not measured: a structure of composition C48H40Cl2F3N5P2S2V at a distorted geometry, with ωB97M-V/def2-TZVPD.

Values from the calculation:
**Lowest unoccupied orbital energy (alpha / beta)**: -0.09 / -1.37 eV
**ΔE to the lowest compared entry with this formula, charge and spin**: 109.4 kcal/mol
**⟨S²⟩**: 4.0158
**Charge**: 0
**DFT total energy**: -157005.2816 eV
**Multiplicity**: 4

Last column: Löwdin charge in e.
Positions of all 103 atoms, in Å:
V: 0.915 0.304 -0.677  0.033
C: -0.235 0.519 4.332  -0.011
C: -0.138 -0.136 2.978  -0.243
N: -0.547 0.397 1.881  0.066
N: -1.153 1.608 1.906  -0.048
C: -1.925 2.058 0.876  -0.953
N: -2.449 3.299 1.048  0.090
S: -2.285 1.159 -0.460  0.657
C: 0.500 -1.457 2.894  -0.197
C: 1.670 -1.663 3.543  0.022
C: 2.560 -2.833 3.265  -0.240
C: 1.727 -3.921 2.655  -0.020
C: 0.542 -3.678 2.104  -0.061
N: -0.065 -2.433 2.087  -0.003
H: -1.249 0.884 4.501  0.086
H: 0.451 1.365 4.405  0.097
H: 0.006 -0.194 5.115  0.085
H: -1.122 2.168 2.756  0.139
H: -2.077 3.925 1.745  0.101
H: -2.911 3.716 0.256  0.096
H: 2.089 -0.873 4.146  0.124
H: 3.045 -3.183 4.184  0.140
H: 2.135 -4.918 2.631  0.112
H: -0.032 -4.461 1.633  0.123
Cl: 0.724 2.761 -0.273  0.793
C: 0.437 3.486 -1.809  -0.617
C: 0.147 4.837 -1.876  -0.119
C: -0.075 5.429 -3.107  -0.094
C: -0.032 4.653 -4.257  -0.117
C: 0.232 3.301 -4.172  -0.689
Cl: 0.225 2.350 -5.609  0.670
C: 0.501 2.669 -2.944  -0.679
S: 0.928 0.998 -2.889  0.668
H: 0.105 5.419 -0.968  0.099
H: -0.289 6.484 -3.170  0.101
H: -0.201 5.092 -5.227  0.101
C: 0.672 -4.094 -1.916  -0.132
N: 0.569 -2.677 -1.608  -0.475
P: 1.896 -1.661 -1.363  0.892
C: 3.030 -2.511 -0.212  -0.245
C: 3.083 -1.726 1.062  -0.257
C: 3.717 -2.405 2.278  -0.208
C: 4.514 -3.617 1.914  -0.081
C: 4.458 -4.210 0.716  -0.085
C: 3.689 -3.663 -0.380  -0.065
C: 2.829 -1.573 -2.915  -0.344
C: 4.033 -0.871 -2.845  -0.076
C: 4.644 -0.410 -3.993  -0.063
C: 4.053 -0.627 -5.230  -0.078
C: 2.878 -1.355 -5.309  -0.084
C: 2.273 -1.837 -4.163  -0.118
P: -0.847 -1.841 -1.028  0.976
C: -1.996 -2.222 -2.407  -0.344
C: -3.346 -2.483 -2.189  -0.106
C: -4.159 -2.862 -3.243  -0.080
C: -3.641 -2.961 -4.525  -0.086
C: -2.324 -2.606 -4.764  -0.072
C: -1.514 -2.219 -3.713  -0.092
C: -1.552 -2.937 0.233  -0.287
C: -2.133 -4.157 -0.030  -0.115
C: -2.785 -4.893 0.954  -0.055
C: -2.910 -4.365 2.254  -0.089
C: -2.339 -3.185 2.591  -0.003
C: -1.483 -2.412 1.637  -0.280
H: 1.574 -4.255 -2.510  0.074
H: -0.194 -4.419 -2.497  0.076
H: 0.739 -4.709 -1.012  0.077
H: 2.038 -1.523 1.310  0.089
H: 4.356 -1.693 2.816  0.151
H: 5.114 -4.038 2.708  0.115
H: 5.016 -5.116 0.526  0.104
H: 3.681 -4.196 -1.321  0.104
H: 4.474 -0.672 -1.878  0.089
H: 5.569 0.142 -3.922  0.105
H: 4.508 -0.227 -6.125  0.103
H: 2.416 -1.522 -6.270  0.104
H: 1.360 -2.411 -4.239  0.080
H: -3.753 -2.407 -1.190  0.107
H: -5.200 -3.091 -3.061  0.103
H: -4.269 -3.296 -5.337  0.101
H: -1.928 -2.635 -5.770  0.106
H: -0.496 -1.906 -3.895  0.072
H: -2.121 -4.543 -1.040  0.107
H: -3.237 -5.841 0.712  0.105
H: -3.488 -4.915 2.986  0.106
H: -2.441 -2.778 3.588  0.113
H: -1.769 -1.354 1.636  0.116
F: 9.895 0.492 0.130  0.129
C: 8.988 0.824 -0.812  -0.587
F: 9.217 2.110 -1.116  0.131
F: 9.339 0.110 -1.906  0.127
C: 7.586 0.555 -0.376  -0.132
C: 7.267 -0.717 0.088  -0.001
C: 5.977 -1.010 0.465  0.001
C: 4.971 -0.036 0.382  -0.193
C: 5.319 1.250 -0.070  -0.011
C: 6.608 1.544 -0.448  -0.006
C: 3.583 -0.350 0.597  -0.274
C: 2.537 0.322 0.101  -0.191
H: 8.033 -1.477 0.132  0.124
H: 5.734 -2.008 0.787  0.087
H: 4.542 1.998 -0.145  0.114
H: 6.863 2.528 -0.815  0.118



Computed, not measured: a structure of composition C12H16F6MgN3O5S2 at a distorted geometry, with ωB97M-V/def2-TZVPD.

Values from the calculation:
**Lowest unoccupied orbital energy**: -3.48 eV
**ΔE to the lowest compared entry with this formula, charge and spin**: 0.0 kcal/mol
**Charge**: +1
**DFT total energy**: -70829.6338 eV
**Multiplicity**: 1

Last column: Löwdin charge in e.
Positions of all 45 atoms, in Å:
Mg: -1.233 -0.164 0.130  0.565
N: -1.656 -0.292 2.321  -0.002
C: -1.591 -1.734 2.666  -0.215
C: -2.358 -2.532 1.627  -0.208
N: -1.788 -2.275 0.280  0.003
H: -1.055 0.245 2.936  0.108
H: -2.598 0.052 2.487  0.105
H: -1.981 -1.941 3.663  0.124
H: -0.539 -2.028 2.656  0.123
H: -3.401 -2.210 1.609  0.125
H: -2.353 -3.591 1.882  0.125
H: -2.482 -2.458 -0.438  0.109
H: -1.021 -2.913 0.092  0.111
F: 0.601 1.774 -1.903  0.141
C: -0.272 2.013 -2.885  -0.657
F: 0.340 1.901 -4.044  0.181
F: -0.765 3.229 -2.741  0.171
S: -1.658 0.738 -2.836  0.707
O: -1.186 -0.298 -1.885  -0.344
O: -1.864 0.363 -4.185  -0.202
N: -2.915 1.506 -2.211  -0.261
S: -2.994 1.505 -0.654  0.678
O: -1.725 1.886 0.010  -0.313
O: -3.448 0.239 -0.068  -0.294
C: -4.261 2.797 -0.306  -0.692
F: -3.791 3.962 -0.701  0.188
F: -5.373 2.496 -0.938  0.195
F: -4.455 2.795 1.004  0.173
C: 1.823 1.695 1.053  0.020
C: 1.780 0.292 0.531  -0.320
O: 0.691 -0.287 0.431  -0.018
C: 3.015 -0.405 0.153  -0.156
C: 2.933 -1.622 -0.526  0.000
C: 4.087 -2.280 -0.904  -0.049
C: 5.326 -1.728 -0.595  -0.045
C: 5.418 -0.520 0.082  -0.049
C: 4.262 0.147 0.450  -0.010
H: 0.820 2.100 1.162  0.086
H: 2.399 2.334 0.384  0.107
H: 2.323 1.706 2.024  0.109
H: 1.963 -2.033 -0.769  0.118
H: 4.027 -3.216 -1.442  0.114
H: 6.231 -2.244 -0.890  0.116
H: 6.385 -0.097 0.317  0.115
H: 4.338 1.092 0.972  0.116



Computed, not measured: a structure of composition C14H30NO2PSiZr at a distorted geometry, with ωB97M-V/def2-TZVPD.

Values from the calculation:
**Lowest unoccupied orbital energy**: -0.44 eV
**Charge**: 0
**DFT total energy**: -39034.9398 eV
**Multiplicity**: 1

Last column: Löwdin charge in e.
Positions of all 50 atoms, in Å:
Zr: -0.456 -0.267 0.374  1.000
Si: 1.850 1.068 1.194  0.430
P: -0.286 1.236 -1.780  0.682
N: 0.678 -1.605 -0.508  -0.238
H: -2.225 -0.626 -0.142  -0.098
C: -1.686 1.119 -2.935  -0.286
H: -1.550 1.749 -3.823  0.044
H: -2.608 1.416 -2.422  0.036
H: -1.811 0.077 -3.252  0.047
C: -0.127 3.020 -1.445  -0.271
H: -0.116 3.583 -2.384  0.046
H: 0.793 3.225 -0.886  0.030
H: -0.973 3.360 -0.835  0.033
C: 1.179 0.822 -2.789  -0.266
H: 1.240 1.446 -3.688  0.045
H: 1.125 -0.231 -3.083  0.044
H: 2.090 0.950 -2.194  0.026
C: 1.481 2.618 2.229  -0.394
H: 0.856 2.374 3.096  -0.002
H: 0.955 3.387 1.653  -0.012
H: 2.410 3.061 2.609  0.003
H: 2.609 0.201 2.166  -0.108
H: 2.812 1.542 0.132  -0.108
C: 1.545 -2.520 -0.921  -0.450
C: 2.053 -4.679 -1.957  -0.129
C: 1.122 -3.764 -1.492  -0.066
C: 2.958 -2.300 -0.783  -0.055
C: 3.865 -3.229 -1.262  -0.122
C: 3.430 -4.423 -1.856  -0.132
H: 1.715 -5.609 -2.415  0.092
H: 0.050 -3.953 -1.559  0.092
H: 3.278 -1.375 -0.299  0.081
H: 4.934 -3.030 -1.183  0.094
H: 4.158 -5.147 -2.235  0.088
C: -2.399 1.821 1.882  -0.422
O: -1.266 1.449 1.459  -0.234
C: -3.482 0.850 2.152  -0.030
H: -4.432 1.394 2.221  0.091
H: -3.304 0.370 3.131  0.109
H: -3.564 0.063 1.383  0.046
C: -2.632 3.244 2.216  -0.002
H: -3.483 3.636 1.640  0.104
H: -1.751 3.871 2.039  0.092
H: -2.924 3.305 3.273  0.106
C: -1.496 -2.551 1.993  -0.123
O: -0.815 -1.319 2.317  -0.281
H: -0.955 -3.004 1.148  0.075
H: -2.526 -2.308 1.697  0.067
H: -1.481 -3.221 2.863  0.097
H: -0.838 -1.093 3.264  0.129



Computed, not measured: the molecule C5H5NSe at a distorted geometry, with ωB97M-V/def2-TZVPD.

Values from the calculation:
**Lowest unoccupied orbital energy (alpha / beta)**: -0.16 / -0.75 eV
**ΔE to the lowest compared entry with this formula, charge and spin**: 92.1 kcal/mol
**Charge**: 0
**DFT total energy**: -72095.4613 eV
**Multiplicity**: 1

Last column: Löwdin charge in e.
Positions of all 12 atoms, in Å:
C: 0.983 -0.875 0.376  -0.142
C: 1.207 0.423 0.582  -0.110
C: -0.170 -1.506 -0.153  -0.264
C: 0.408 1.563 0.188  -0.318
C: -1.441 -1.088 -0.451  -0.439
N: -0.768 1.813 -0.115  -0.044
Se: -2.497 0.263 0.124  0.988
H: 1.865 -1.655 0.655  0.156
H: 2.165 0.682 0.855  0.068
H: 0.173 -2.434 -0.589  0.077
H: 1.099 2.235 -0.218  0.091
H: -3.024 0.581 -1.255  -0.064